#i
Below is a cluster of 7 separate species, C21H56O21S7 in total, with properties calculated with wB97M-V/def2-TZVPD.

Properties
* structure (SMILES): CCOS(C)(=O)=O.CCOS(C)(=O)=O.CCOS(C)(=O)=O.CCOS(C)(=O)=O.CCOS(C)(=O)=O.CCOS(C)(=O)=O.CCOS(C)(=O)=O
* net charge: 0
* frontier orbital gap: 11.07 eV
* highest occupied orbital energy: -0.395 hartree

Structure (XYZ):
```
105
C21H56O21S7, DFT wB97M-V/def2-TZVPD
O 9.42 -23.74 14.16
S 10.70 -23.30 13.72
O 11.14 -23.57 12.40
O 10.84 -21.74 13.99
C 9.96 -21.17 14.97
C 10.29 -19.69 15.06
C 11.90 -23.93 14.85
H 10.19 -21.66 15.92
H 8.89 -21.32 14.81
H 9.51 -19.08 15.51
H 10.33 -19.30 14.04
H 11.25 -19.50 15.53
H 11.43 -24.18 15.79
H 12.70 -23.21 15.03
H 12.33 -24.78 14.34
O 14.13 -28.56 11.49
S 13.33 -27.67 10.71
O 13.89 -26.90 9.67
O 12.06 -28.42 10.10
C 12.20 -29.38 9.05
C 10.80 -29.74 8.55
C 12.42 -26.60 11.79
H 12.78 -30.25 9.37
H 12.81 -28.98 8.24
H 10.78 -30.79 8.26
H 10.54 -29.09 7.72
H 10.02 -29.59 9.30
H 11.98 -27.24 12.54
H 11.79 -26.01 11.13
H 13.25 -25.97 12.11
O 3.87 -25.92 6.75
S 2.54 -26.40 6.86
O 1.50 -25.57 7.38
O 2.14 -26.88 5.40
C 0.87 -26.43 4.89
C 0.83 -24.96 4.48
C 2.55 -27.93 7.74
H 0.02 -26.70 5.52
H 0.76 -27.04 4.00
H 0.87 -24.87 3.39
H 1.66 -24.37 4.89
H -0.04 -24.45 4.88
H 2.09 -27.75 8.71
H 3.58 -28.27 7.80
H 1.89 -28.61 7.20
O 6.28 -26.71 8.52
S 5.72 -25.92 9.58
O 4.39 -26.18 10.05
O 6.63 -25.95 10.87
C 8.08 -25.94 10.64
C 8.67 -26.21 12.01
C 5.80 -24.22 9.13
H 8.41 -24.95 10.32
H 8.26 -26.70 9.89
H 9.76 -26.24 11.97
H 8.33 -27.17 12.40
H 8.43 -25.38 12.66
H 6.85 -23.94 9.06
H 5.25 -23.64 9.86
H 5.38 -24.11 8.13
O 10.79 -33.69 11.39
S 10.59 -33.28 12.74
O 11.13 -34.05 13.81
O 11.16 -31.82 12.93
C 10.80 -30.81 11.95
C 10.27 -29.64 12.75
C 8.86 -33.06 13.06
H 10.05 -31.18 11.25
H 11.65 -30.52 11.34
H 9.21 -29.69 13.00
H 10.29 -28.80 12.04
H 10.86 -29.40 13.63
H 8.40 -33.99 12.75
H 8.46 -32.25 12.45
H 8.77 -32.84 14.12
O 10.97 -26.62 17.14
S 10.59 -27.30 15.95
O 11.38 -27.15 14.77
O 10.47 -28.85 16.27
C 11.69 -29.53 16.54
C 11.59 -31.00 16.14
C 8.92 -27.04 15.56
H 12.03 -29.47 17.58
H 12.55 -29.09 16.01
H 11.49 -31.17 15.08
H 10.64 -31.38 16.54
H 12.39 -31.54 16.64
H 8.31 -27.11 16.46
H 8.59 -27.73 14.79
H 8.85 -26.05 15.11
O 9.11 -25.06 5.72
S 7.97 -24.21 5.71
O 7.60 -23.47 6.87
O 8.16 -23.13 4.58
C 8.42 -23.59 3.21
C 7.71 -22.62 2.28
C 6.53 -25.09 5.16
H 8.07 -24.61 3.09
H 9.49 -23.51 3.11
H 8.37 -22.48 1.42
H 7.60 -21.65 2.76
H 6.80 -23.06 1.88
H 6.79 -25.83 4.41
H 5.86 -24.35 4.74
H 6.04 -25.52 6.03
```


#ii
Below is a cluster of 7 separate species, C21H56O21S7 in total, with properties calculated with wB97M-V/def2-TZVPD.

Properties
* structure (SMILES): CCOS(C)(=O)=O.CCOS(C)(=O)=O.CCOS(C)(=O)=O.CCOS(C)(=O)=O.CCOS(C)(=O)=O.CCOS(C)(=O)=O.CCOS(C)(=O)=O
* net charge: 0
* frontier orbital gap: 10.53 eV
* highest occupied orbital energy: -0.380 hartree

Structure (XYZ):
```
105
C21H56O21S7, DFT wB97M-V/def2-TZVPD
O 33.15 6.34 9.99
S 34.21 6.49 9.03
O 35.48 5.90 9.15
O 33.57 5.72 7.76
C 33.63 4.29 7.80
C 32.83 3.66 6.77
C 34.35 8.14 8.46
H 33.03 3.78 8.67
H 34.51 3.89 7.84
H 31.60 3.84 6.81
H 33.03 2.55 6.66
H 33.28 3.91 5.89
H 33.31 8.43 8.17
H 34.93 8.36 7.57
H 34.66 8.75 9.30
O 37.95 4.56 7.59
S 39.14 4.62 8.38
O 39.59 5.91 8.83
O 38.94 3.65 9.70
C 38.07 4.12 10.74
C 38.05 3.07 11.88
C 40.55 3.94 7.49
H 37.40 4.70 10.53
H 38.56 5.01 11.15
H 37.72 1.93 11.50
H 37.30 3.13 12.77
H 38.92 2.87 12.30
H 41.40 4.11 8.21
H 40.66 4.52 6.66
H 40.30 2.97 7.33
O 30.32 8.59 16.29
S 30.05 9.11 15.03
O 29.04 10.16 14.96
O 31.46 9.89 14.64
C 31.95 10.68 15.71
C 33.05 11.60 15.16
C 29.72 7.87 13.85
H 32.42 10.19 16.64
H 31.20 11.15 16.24
H 32.50 12.24 14.29
H 33.74 10.94 14.62
H 33.43 12.43 15.87
H 28.67 7.24 13.88
H 30.32 7.20 13.84
H 29.58 8.41 12.88
O 37.16 9.94 12.36
S 36.97 8.64 11.80
O 37.68 7.49 12.35
O 35.33 8.45 11.72
C 34.64 8.47 12.97
C 33.32 7.82 12.77
C 37.47 8.75 10.08
H 34.46 9.39 13.27
H 35.11 7.87 13.71
H 33.45 6.67 12.44
H 32.62 8.37 12.01
H 32.71 7.90 13.76
H 38.52 9.06 10.23
H 37.05 9.60 9.74
H 37.30 7.90 9.47
O 35.18 14.02 11.07
S 34.56 13.12 11.93
O 35.22 12.22 12.75
O 33.42 13.92 12.83
C 33.85 14.76 13.89
C 32.78 15.38 14.73
C 33.59 12.09 10.90
H 34.30 15.59 13.23
H 34.63 14.06 14.57
H 32.27 16.09 14.22
H 33.18 15.98 15.56
H 32.07 14.71 14.99
H 32.80 11.45 11.36
H 34.35 11.51 10.48
H 33.15 12.74 10.21
O 32.51 4.69 20.63
S 33.87 4.73 20.04
O 34.69 3.59 20.19
O 33.68 4.90 18.39
C 32.47 5.43 17.92
C 32.55 5.70 16.45
C 34.60 6.20 20.64
H 32.49 6.34 18.18
H 31.57 5.07 18.40
H 33.38 6.32 16.22
H 31.64 6.25 16.23
H 32.43 4.76 15.69
H 35.47 6.26 19.88
H 34.84 5.79 21.59
H 34.12 7.10 20.59
O 35.19 8.76 16.11
S 36.22 8.66 17.15
O 36.46 7.32 17.65
O 37.58 9.28 16.47
C 38.56 8.46 15.84
C 39.83 9.06 15.47
C 35.97 9.70 18.40
H 37.99 8.08 14.90
H 38.69 7.50 16.32
H 40.50 9.36 16.46
H 39.68 9.78 15.05
H 40.44 8.42 14.95
H 35.23 9.24 18.82
H 35.82 10.73 17.94
H 36.73 9.90 19.24
```


#iii
Below is a cluster of 7 separate species, C21H56O21S7 in total, with properties calculated with wB97M-V/def2-TZVPD.

Properties
* structure (SMILES): CCOS(C)(=O)=O.CCOS(C)(=O)=O.CCOS(C)(=O)=O.CCOS(C)(=O)=O.CCOS(C)(=O)=O.CCOS(C)(=O)=O.CCOS(C)(=O)=O
* net charge: 0
* frontier orbital gap: 10.78 eV
* highest occupied orbital energy: -0.393 hartree

Structure (XYZ):
```
105
C21H56O21S7, DFT wB97M-V/def2-TZVPD
O -3.23 -3.66 5.50
S -3.26 -3.52 6.96
O -3.34 -4.74 7.77
O -2.05 -2.45 7.45
C -1.77 -1.37 6.60
C -1.46 -0.25 7.54
C -4.62 -2.45 7.55
H -2.60 -1.02 5.98
H -0.87 -1.76 6.11
H -2.32 0.04 8.15
H -1.15 0.70 7.10
H -0.65 -0.67 8.12
H -4.65 -2.20 8.61
H -5.54 -2.87 7.13
H -4.52 -1.48 7.06
O 1.21 -11.67 -4.27
S 0.30 -11.26 -3.27
O 0.70 -10.61 -2.01
O -0.64 -10.09 -4.05
C 0.12 -9.21 -4.89
C -0.77 -8.14 -5.50
C -1.04 -12.54 -3.04
H 0.75 -9.63 -5.67
H 0.78 -8.66 -4.22
H -0.30 -7.36 -6.10
H -1.17 -7.48 -4.73
H -1.57 -8.51 -6.14
H -0.86 -13.14 -2.15
H -0.84 -13.15 -3.93
H -1.99 -12.00 -2.99
O 11.57 -1.18 -0.58
S 10.29 -0.84 0.07
O 10.37 -0.01 1.33
O 9.32 -0.08 -1.09
C 7.97 0.21 -0.61
C 6.97 1.06 -1.45
C 9.30 -2.34 0.36
H 8.00 0.58 0.41
H 7.49 -0.76 -0.56
H 6.00 0.56 -1.52
H 7.42 1.15 -2.44
H 7.03 2.12 -1.19
H 9.95 -2.98 0.96
H 9.21 -2.71 -0.66
H 8.38 -2.22 0.93
O -6.26 6.89 -8.04
S -5.25 7.70 -7.39
O -3.86 7.29 -7.57
O -5.63 9.31 -7.76
C -4.63 10.29 -7.63
C -4.89 11.03 -6.32
C -5.75 7.83 -5.64
H -4.82 10.98 -8.45
H -3.62 9.97 -7.89
H -5.93 11.12 -6.00
H -4.75 12.08 -6.57
H -4.28 10.69 -5.48
H -4.89 8.21 -5.08
H -6.05 6.83 -5.35
H -6.57 8.56 -5.65
O -5.93 -8.17 1.05
S -5.76 -7.18 -0.01
O -6.29 -7.54 -1.32
O -6.63 -5.87 0.54
C -7.52 -5.93 1.72
C -8.61 -4.89 1.66
C -4.09 -6.33 -0.10
H -6.92 -5.82 2.63
H -8.08 -6.86 1.86
H -9.37 -4.93 0.88
H -8.21 -3.90 1.41
H -9.03 -4.86 2.66
H -3.39 -7.17 -0.15
H -3.85 -5.62 0.68
H -4.24 -5.79 -1.03
O 4.51 7.39 5.52
S 5.63 8.10 4.92
O 5.54 9.45 4.36
O 6.98 7.98 5.87
C 8.07 8.88 5.56
C 9.13 8.73 6.60
C 6.41 7.00 3.52
H 7.56 9.84 5.45
H 8.49 8.64 4.58
H 9.65 9.68 6.61
H 9.74 7.87 6.35
H 8.66 8.68 7.58
H 7.12 7.59 2.93
H 5.63 6.65 2.84
H 6.93 6.13 3.92
O -0.80 0.75 -4.57
S -1.45 0.58 -3.26
O -2.23 -0.63 -2.95
O -0.34 0.97 -2.12
C -0.84 0.97 -0.85
C 0.33 1.02 0.14
C -2.52 2.16 -3.32
H -1.32 0.01 -0.67
H -1.54 1.75 -0.55
H 0.81 0.06 0.32
H -0.13 1.45 1.03
H 1.16 1.70 -0.07
H -1.83 2.99 -3.48
H -3.02 2.29 -2.36
H -3.16 2.03 -4.19
```


Among the structures above, stability is smallest for #ii.